# 1
DFT (ωB97M-V/def2-TZVPD) results for a structure of composition C35H52N5O4P2PdS10Te.

Maximum force   0.014 hartree/bohr
Net charge   0
LUMO energy (alpha / beta)   -0.009 / -0.078 hartree
Gap between HOMO and LUMO (alpha / beta)   6.15 / 4.58 eV
2S+1   6

Structure (XYZ):
```
110
Properties=species:S:1:pos:R:3:forces:R:3
Pd -0.353 -0.034 0.633 0.084 0.032 0.183
S -1.435 6.429 -2.190 -0.016 0.066 -0.022
C -1.031 5.033 -1.424 -0.002 -0.088 0.077
S -1.644 4.577 0.118 0.282 0.077 -0.103
C -0.875 3.011 0.234 0.135 0.017 -0.230
C -0.055 2.671 -0.801 -0.119 0.096 0.169
S 0.901 1.232 -0.936 -0.016 -0.013 -0.100
S 0.040 3.845 -2.087 0.005 0.003 0.011
S -1.152 2.035 1.630 0.341 0.154 -0.060
C -1.052 -1.948 6.109 0.042 0.011 -0.010
N -0.807 -1.378 4.796 0.018 0.047 0.016
C -0.102 -0.099 4.800 0.216 -0.041 0.173
P -1.030 -2.177 3.384 -0.003 -0.220 -0.026
O -1.393 -1.265 2.284 0.038 0.213 0.030
O 0.351 -2.982 3.031 0.027 0.096 0.074
P 1.539 -2.530 2.041 0.005 -0.039 0.064
O 1.137 -1.865 0.787 -0.103 0.013 -0.166
N 2.425 -1.507 2.984 -0.044 0.033 0.039
C 2.997 -1.976 4.237 0.002 -0.006 -0.023
C 3.132 -0.372 2.389 -0.025 -0.003 0.034
N 2.231 -3.990 1.741 0.068 -0.059 -0.008
C 2.542 -4.953 2.788 0.005 0.018 -0.048
C 2.987 -4.167 0.500 -0.043 0.048 0.008
N -2.079 -3.396 3.627 -0.044 -0.066 0.000
C -3.348 -3.423 2.891 0.003 0.006 0.060
C -1.685 -4.659 4.231 0.001 0.032 -0.031
H -1.452 -1.170 6.763 -0.005 0.003 -0.002
H -0.137 -2.339 6.569 -0.015 0.014 -0.016
H -1.789 -2.744 6.048 -0.008 0.000 -0.006
H 0.860 -0.179 5.316 0.026 -0.057 -0.043
H -0.712 0.651 5.312 0.393 -0.183 -0.050
H 0.073 0.246 3.783 0.008 0.012 -0.031
H 2.347 -2.716 4.705 0.007 0.016 -0.011
H 3.098 -1.134 4.924 -0.019 0.011 -0.002
H 3.992 -2.415 4.099 -0.024 0.004 -0.004
H 2.615 -0.031 1.494 0.001 -0.008 0.015
H 4.167 -0.618 2.131 -0.037 -0.001 0.029
H 3.144 0.448 3.112 -0.001 -0.003 0.001
H 1.866 -4.834 3.632 0.007 0.011 -0.017
H 3.575 -4.860 3.144 -0.044 0.001 -0.020
H 2.410 -5.963 2.394 -0.001 0.023 0.003
H 2.586 -3.511 -0.273 0.027 -0.074 0.092
H 2.877 -5.201 0.168 -0.008 0.010 0.011
H 4.054 -3.957 0.634 -0.038 -0.003 0.008
H -3.473 -2.511 2.313 0.012 -0.004 -0.021
H -4.183 -3.538 3.588 0.037 -0.005 -0.006
H -3.351 -4.255 2.184 0.007 0.009 0.007
H -0.719 -4.571 4.726 -0.014 0.003 0.000
H -1.609 -5.444 3.472 0.007 0.001 -0.003
H -2.424 -4.967 4.976 -0.004 0.003 -0.008
C -1.571 -1.801 -1.989 -0.081 -0.045 0.005
C -2.389 -1.395 -0.771 0.148 0.012 -0.099
O -3.132 -2.200 -0.212 -0.011 0.081 0.032
N -2.215 -0.092 -0.422 0.227 -0.364 -0.169
Te -3.789 0.656 1.411 -0.632 0.039 0.373
C -4.971 1.115 3.165 -0.236 -0.075 -0.199
C -4.313 1.355 4.371 0.110 0.022 -0.040
C -2.806 1.366 4.497 -0.365 -0.017 0.096
C -5.065 1.630 5.513 0.026 -0.013 0.042
C -6.449 1.659 5.486 0.007 0.013 0.019
C -7.250 1.969 6.721 -0.003 0.000 -0.003
C -7.088 1.383 4.280 0.023 0.001 -0.016
C -6.382 1.102 3.117 0.134 0.002 0.136
C -7.170 0.792 1.870 0.141 -0.051 -0.002
C -4.500 2.208 0.179 0.027 0.060 0.146
C -4.832 1.887 -1.140 -0.051 -0.090 -0.090
C -4.887 0.479 -1.678 -0.034 0.015 -0.055
C -5.155 2.923 -2.014 0.012 0.000 -0.016
C -5.176 4.248 -1.609 0.005 0.007 0.026
C -5.447 5.361 -2.582 -0.007 -0.008 -0.016
C -4.902 4.528 -0.275 -0.093 -0.049 -0.001
C -4.550 3.538 0.632 -0.170 0.010 -0.008
C -4.227 3.956 2.044 -0.029 -0.027 -0.022
H -2.232 -2.309 -2.692 0.014 -0.007 -0.005
H -0.802 -2.504 -1.665 -0.001 0.010 0.004
H -1.091 -0.948 -2.463 0.027 0.048 -0.025
H -2.304 0.895 3.650 -0.115 -0.025 0.207
H -2.499 0.836 5.403 -0.307 0.105 -0.090
H -2.433 2.392 4.569 0.013 -0.023 -0.025
H -4.546 1.827 6.447 -0.017 -0.006 -0.022
H -6.603 2.111 7.587 -0.015 -0.004 -0.021
H -7.950 1.162 6.947 0.016 0.018 -0.006
H -7.837 2.880 6.586 0.013 -0.020 0.003
H -8.174 1.376 4.247 0.041 0.004 0.005
H -8.219 0.624 2.116 0.046 0.013 -0.010
H -6.793 -0.103 1.370 0.028 0.015 -0.010
H -7.118 1.610 1.151 0.043 0.070 -0.072
H -4.839 -0.284 -0.900 -0.058 0.052 -0.104
H -4.054 0.297 -2.362 -0.044 0.021 0.037
H -5.815 0.337 -2.234 -0.007 0.013 -0.010
H -5.391 2.676 -3.045 0.001 0.009 0.031
H -5.873 4.982 -3.511 0.004 0.004 0.025
H -4.515 5.879 -2.823 -0.018 -0.011 0.015
H -6.133 6.097 -2.160 0.009 -0.007 -0.004
H -4.922 5.560 0.063 0.014 -0.012 -0.012
H -4.087 5.036 2.088 0.002 -0.018 -0.010
H -3.311 3.480 2.406 -0.086 0.033 -0.010
H -5.029 3.687 2.734 0.017 0.011 -0.020
C 2.806 0.304 -5.619 -0.084 0.061 -0.117
S 3.456 1.531 -4.465 -0.003 -0.083 -0.003
C 3.896 0.627 -3.064 0.047 0.230 -0.011
C 3.300 -0.506 -2.519 -0.069 -0.128 0.134
S 1.961 -1.322 -3.063 -0.048 -0.223 0.125
S 4.007 -1.001 -0.982 0.091 -0.006 -0.066
C 5.177 0.248 -0.807 -0.021 0.012 -0.027
S 6.195 0.407 0.460 0.059 0.016 -0.034
S 5.188 1.343 -2.161 -0.015 -0.009 0.041
H 2.884 0.784 -6.593 0.007 0.006 -0.030
H 1.772 0.058 -5.395 0.130 0.050 -0.061
H 3.420 -0.594 -5.603 -0.031 0.043 0.003
```
Positions in Å, forces in eV/Å.



# 2
DFT (ωB97M-V/def2-TZVPD) results for a cluster of 3 separate species, C15H22BrN3O in total in a non-equilibrium geometry.

Maximum force   0.030 hartree/bohr
Net charge   +2
LUMO energy   -0.258 hartree
Gap between HOMO and LUMO   6.15 eV

Structure (XYZ):
```
42
Properties=species:S:1:pos:R:3:forces:R:3
Br 0.523 -2.364 -0.817 -0.031 0.534 0.573
C 0.756 -2.304 5.033 0.653 0.050 0.143
C 1.051 -1.731 3.681 -0.468 -1.206 0.394
O 1.269 -0.614 3.398 0.242 0.921 -0.293
N 1.023 -2.718 2.518 -0.036 0.378 -0.912
H 0.406 -3.524 2.633 0.098 0.027 0.472
H 0.602 -2.220 1.712 0.168 0.042 -0.587
C 2.368 -3.230 2.061 0.355 -0.973 1.136
H -0.093 -1.786 5.476 -0.160 -0.125 -0.142
H 1.602 -2.062 5.682 0.027 0.070 -0.061
H 0.652 -3.386 5.051 -0.266 0.030 -0.108
H 2.173 -4.184 1.581 0.125 0.187 -0.356
H 2.940 -3.444 2.966 -0.002 -0.004 -0.001
H 2.965 -2.573 1.441 -0.658 0.389 -0.169
C -4.995 1.811 0.843 -0.529 -0.199 -0.611
N -3.691 1.731 0.147 -0.239 -1.002 -0.104
C -3.375 2.613 -0.801 0.746 0.157 -0.198
C -2.145 2.539 -1.456 -0.314 -0.022 0.229
C -1.252 1.516 -1.134 -0.900 0.711 0.137
C -1.644 0.602 -0.151 0.971 -0.320 -0.884
C -2.883 0.671 0.405 -0.085 1.067 1.121
C 0.045 1.353 -1.826 0.566 -0.090 -0.705
C 0.061 1.153 -3.211 -0.373 0.052 -0.143
C 1.231 0.876 -3.871 0.169 0.410 0.705
N 2.382 0.833 -3.169 -0.130 -0.439 -0.343
C 2.411 0.993 -1.838 -0.212 -0.105 -0.128
C 1.259 1.307 -1.144 -0.638 0.033 -0.008
C 3.623 0.522 -3.906 0.592 0.003 0.682
H -5.666 1.031 0.477 0.187 -0.009 -0.278
H -5.427 2.766 0.562 -0.103 0.069 0.493
H -4.924 1.634 1.912 0.418 0.467 0.035
H -4.099 3.387 -1.010 0.057 0.062 0.024
H -1.904 3.324 -2.159 0.012 -0.109 -0.145
H -0.914 -0.177 0.034 -0.310 -0.515 0.373
H -3.225 0.065 1.232 0.063 -0.377 -0.251
H -0.838 1.208 -3.811 -0.106 -0.115 0.160
H 1.292 0.708 -4.936 0.029 0.007 -0.013
H 3.363 0.773 -1.380 0.005 0.382 0.194
H 1.236 1.536 -0.089 0.463 -0.326 0.083
H 3.584 -0.498 -4.278 -0.119 0.115 -0.263
H 4.446 0.585 -3.196 -0.010 -0.058 -0.039
H 3.813 1.279 -4.662 -0.257 -0.168 -0.215
```
Positions in Å, forces in eV/Å.



# 3
DFT (ωB97M-V/def2-TZVPD) results for a structure of composition C6H9P in a non-equilibrium geometry.

Maximum force   0.124 hartree/bohr
Net charge   0
LUMO energy (alpha / beta)   -0.020 / -0.008 hartree
Gap between HOMO and LUMO (alpha / beta)   7.05 / 7.79 eV

Structure (XYZ):
```
16
Properties=species:S:1:pos:R:3:forces:R:3
C 0.281 0.245 -0.072 -0.389 -0.758 0.203
C -0.611 -1.539 -1.276 -3.432 1.653 -5.091
C 0.191 -1.100 -0.328 1.532 -0.377 1.804
C -0.485 1.181 -0.915 -0.372 0.082 0.567
C 1.101 -2.079 0.392 -2.254 -1.826 2.080
C -1.063 2.245 0.025 2.008 4.009 -4.425
P -1.637 0.472 -2.186 1.763 -3.427 1.998
H 0.798 0.469 0.850 0.155 0.911 -0.111
H -0.655 -2.423 -1.949 0.014 0.581 1.179
H 0.224 1.536 -1.666 0.421 0.781 -0.082
H 1.387 -1.761 1.423 0.687 0.370 -1.245
H 1.815 -2.352 -0.349 1.304 -0.249 0.217
H 0.565 -3.069 0.733 0.577 1.665 -1.237
H -0.217 2.865 0.387 -0.495 -0.748 0.734
H -1.665 1.777 0.682 -1.866 -1.097 2.614
H -1.624 3.076 -0.555 0.349 -1.571 0.793
```
Positions in Å, forces in eV/Å.



Results for E: -190484.449, -92457.521, -15651.476 (in eV, following the order of the records).
Results for relative energy (zero: lowest compared OMol25 entry of this formula, charge and spin): 12.0, 13.2, 98.5 (in kcal/mol, following the order of the records).